[1]
ORCA calculation (ωB97M-V/def2-TZVPD) on a structure of composition C34H42CuN4O3P2S.

Geometry as XYZ:
```
87
Properties=species:S:1:pos:R:3:forces:R:3
Cu -1.925411 -0.539178 3.189179 0.4 -1.6 -0.1
C 1.963007 -3.999430 -0.577652 0.6 0.6 0.7
C 2.448378 -2.802997 -0.212201 -0.2 -0.3 0.7
C 2.126574 -1.446681 -0.802381 1.2 0.2 0.4
C 0.656625 -1.020346 -0.553530 0.6 -0.8 -0.3
C -0.081936 -1.198952 -1.870268 -1.0 -0.6 1.2
C 0.171299 -2.089068 -2.836524 0.2 0.2 0.4
C 1.241364 -3.174765 -2.932799 0.3 -0.6 -0.7
C 1.418432 -4.358795 -1.917477 -0.4 0.2 -0.3
C -3.323267 -0.840038 1.856161 -0.8 -0.1 0.3
H 2.031747 -4.817770 0.150612 0.3 0.2 -0.4
H 3.045795 -2.682933 0.722286 -0.8 -0.6 -0.5
H 2.438292 -1.377334 -1.859001 -0.4 0.4 0.6
H 2.798442 -0.787470 -0.240317 -0.2 0.1 -0.2
H 0.291007 -1.686737 0.276753 -0.1 0.7 -0.8
H 0.596584 0.031985 -0.201438 0.0 -0.5 -0.3
H -1.058832 -0.694114 -1.885480 0.5 0.3 -0.6
H -0.450224 -1.991642 -3.727022 -0.1 -0.3 0.2
H 2.245809 -2.748533 -3.065366 -0.3 0.0 0.1
H 1.069524 -3.633987 -3.908674 -0.1 -0.2 0.0
H 0.563693 -5.047879 -1.819312 -0.2 0.6 -0.1
H 2.181827 -5.026180 -2.354024 -0.1 0.3 -0.1
H -2.911515 -1.558523 1.143319 0.2 0.5 -0.1
H -3.982345 -0.032684 1.488572 0.8 -0.3 0.1
H -3.815239 -1.408252 2.650923 -0.3 -0.1 0.0
P -1.913210 2.837948 -0.718292 -1.0 2.7 -2.3
P 1.726132 2.962389 0.594692 2.7 1.6 -1.8
N -2.318567 2.608529 -2.416394 -0.2 -0.9 -0.4
N -2.872708 4.404309 -0.583305 -0.1 -0.4 0.7
N 2.685545 2.930894 -0.988671 -0.3 -0.3 0.4
N 2.843834 4.146194 1.361473 -0.3 0.6 0.9
C -0.298576 3.627175 -1.152111 0.0 0.0 0.4
C 0.435364 4.177706 0.081694 0.2 0.1 -0.2
C -3.023551 1.498572 -2.909522 0.2 0.8 -1.0
C -3.188362 1.657579 -4.284381 0.2 0.4 1.0
C -2.590173 2.914932 -4.647718 0.2 -0.1 1.4
C -2.052511 3.464828 -3.492172 -0.5 -0.9 -0.6
C -3.932176 4.566394 0.318832 0.4 1.1 -0.2
C -4.350148 5.897131 0.296871 0.5 -0.9 -0.3
C -3.560819 6.572715 -0.687900 0.6 -1.2 -0.1
C -2.676327 5.633914 -1.213858 -0.4 0.2 0.8
C 3.239492 1.772004 -1.565087 -0.1 0.7 -0.6
C 3.695410 2.076149 -2.848610 -0.2 0.1 1.2
C 3.510243 3.484502 -3.041845 -0.7 0.0 1.1
C 2.877215 3.976069 -1.904561 0.1 -0.7 -0.3
C 3.965738 4.858495 0.915012 0.0 0.1 0.8
C 4.406282 5.706856 1.928821 -1.0 -1.0 -0.4
C 3.501079 5.550132 3.031432 -0.4 -0.5 -0.7
C 2.544305 4.623508 2.649794 1.0 0.1 -0.5
H -0.432339 4.464502 -1.856617 0.0 -0.7 0.4
H 0.286165 2.844484 -1.672603 -0.2 0.3 0.1
H 0.915521 5.137448 -0.189082 -0.2 -0.5 0.5
H -0.250292 4.340194 0.938216 0.4 0.1 -0.4
H -3.353647 0.708137 -2.239941 0.1 0.2 -0.2
H -3.693345 0.972914 -4.953091 0.1 0.1 0.2
H -2.570486 3.396591 -5.614617 0.0 -0.2 0.0
H -1.484188 4.380005 -3.379561 -0.3 -0.4 -0.1
H -4.296110 3.726979 0.897008 0.1 0.1 0.0
H -5.113280 6.347445 0.919511 0.0 -0.2 -0.2
H -3.606135 7.614285 -0.980684 -0.1 -0.2 0.1
H -1.922670 5.750736 -1.978456 -0.2 0.1 0.2
H 3.332959 0.855525 -0.985122 -0.3 0.4 -0.4
H 4.124855 1.369951 -3.553942 0.0 0.2 0.3
H 3.821868 4.083785 -3.890569 -0.2 -0.2 0.2
H 2.570700 4.984961 -1.657218 0.0 -0.2 -0.1
H 4.372747 4.708223 -0.073168 0.0 -0.1 0.2
H 5.278019 6.345916 1.888855 -0.2 -0.1 -0.1
H 3.557219 6.043236 3.991866 -0.1 0.0 -0.1
H 1.682408 4.240481 3.169424 0.0 0.0 0.2
C -1.224619 -9.617997 3.526996 0.1 -0.1 0.1
C -1.003034 -8.121068 3.581305 0.1 0.4 0.3
C -1.497025 -7.304239 4.618348 0.1 0.3 -0.4
C -1.422497 -5.896127 4.525344 0.2 0.1 -0.3
C -0.854416 -5.270701 3.397121 -0.1 -0.3 0.6
C -0.235701 -6.106396 2.453022 0.0 0.2 0.0
C -0.294920 -7.491113 2.557727 -0.3 0.1 0.2
S -0.564917 -3.440858 3.140154 1.2 -1.8 -1.2
O -1.597977 -2.548009 3.771554 -0.4 0.6 0.2
O 0.744687 -3.246550 3.743271 -0.8 0.4 -0.4
O -0.666906 -3.390131 1.678658 0.1 0.7 1.0
H -0.776993 -10.156956 4.374628 -0.2 0.3 -0.1
H -2.303372 -9.838768 3.511293 0.4 0.0 0.0
H -0.768866 -10.050429 2.623463 -0.2 0.2 0.2
H -1.926692 -7.783851 5.505186 0.0 0.3 -0.4
H -1.770552 -5.256804 5.338245 -0.1 -0.3 -0.2
H 0.327465 -5.711994 1.616055 -0.2 0.3 0.1
H 0.223226 -8.100427 1.818885 -0.2 0.1 0.0
```
Positions in Å, forces in eV/Å.

multiplicity: 2
Kohn-Sham gap (spin up / spin down): 0.2556 / 0.1892 Eh
E: -122088.644 eV
⟨S²⟩: 0.757
highest occupied orbital energy (spin up / spin down): -8.43 / -8.43 eV

These are the Löwdin partial charges, in e, on atoms 1 to 8: atom 1 (Cu): 0.695, atom 2 (C): -0.124, atom 3 (C): -0.098, atom 4 (C): -0.227, atom 5 (C): -0.166, atom 6 (C): -0.107, atom 7 (C): -0.091, atom 8 (C): -0.185

[2]
ORCA calculation (ωB97M-V/def2-TZVPD) on a structure of composition C40H49BMnN7S.

Geometry as XYZ:
```
99
Properties=species:S:1:pos:R:3:forces:R:3
Mn 0.335200 -0.105700 0.824300 -0.9 -0.4 -1.6
C 0.617800 5.289600 -0.207400 0.0 0.0 0.1
C 1.727700 4.345900 0.046400 0.5 0.3 -0.1
N 2.994100 4.594900 -0.106900 -0.3 0.3 0.0
N 3.636000 3.418600 0.173600 -1.7 -0.6 0.3
C 2.755300 2.420800 0.497200 0.4 0.3 -0.2
S 3.073600 0.839900 0.844900 -0.1 -0.3 0.2
N 1.523100 3.042100 0.419800 0.8 -0.1 0.1
N 0.336200 2.406200 0.758700 -0.2 -0.2 0.2
H 1.030500 6.227500 -0.562100 0.0 0.1 0.0
H 0.046800 5.474000 0.702800 -0.1 0.0 0.0
H -0.055000 4.884300 -0.965100 -0.1 0.0 0.0
H 4.635600 3.370700 0.241500 0.0 -0.1 -0.1
H 0.102600 2.563800 1.743600 0.1 0.0 -0.2
H -0.438100 2.718500 0.174300 0.1 -0.1 -0.1
C -0.990500 1.021000 -2.388600 0.1 0.2 0.0
C -2.190000 1.947700 -2.219400 0.0 -0.2 -0.1
C -3.246100 1.545600 -3.260000 0.1 0.2 0.0
C -2.852400 2.009100 -0.848900 0.1 0.0 0.1
C -3.700700 3.095700 -0.663300 -0.1 0.2 0.1
C -4.441800 3.258200 0.488800 -0.1 0.1 0.0
C -4.336300 2.312100 1.493400 -0.1 0.1 0.0
C -3.503800 1.217500 1.366800 0.1 -0.1 -0.1
C -3.399200 0.237100 2.515800 0.0 -0.1 0.2
C -4.707400 -0.539500 2.701300 0.2 -0.1 -0.1
C -3.039500 0.948500 3.824000 0.1 -0.2 -0.2
C -2.740200 1.046400 0.181900 0.0 0.1 0.1
N -1.826500 0.007500 0.096200 1.4 1.1 0.4
C -2.206800 -1.261200 -0.107400 1.3 -1.9 0.0
C -1.215800 -2.318200 -0.097900 -2.4 1.1 -0.1
N 0.065200 -2.037600 0.117300 1.6 1.1 0.3
C 1.032600 -3.047500 0.129800 0.2 -0.3 0.0
C 1.863700 -3.251300 -0.990900 0.1 0.0 0.1
C 2.812100 -4.261700 -0.941400 0.1 -0.1 0.0
C 2.963100 -5.058200 0.178400 0.0 -0.1 0.1
C 2.169500 -4.831600 1.289000 0.1 -0.1 -0.1
C 1.202900 -3.840000 1.284500 -0.1 0.3 -0.2
C 0.337100 -3.611700 2.502000 -0.1 0.0 0.2
C 1.183000 -3.237600 3.721500 -0.2 0.1 -0.2
C -0.537100 -4.836300 2.784600 0.0 0.2 -0.1
C 1.760400 -2.436200 -2.263400 -0.2 0.1 0.0
C 0.400400 -2.617900 -2.941800 0.2 0.0 0.0
C 2.067700 -0.956700 -2.027900 0.0 -0.1 0.2
C -1.886600 -3.569900 -0.387000 0.1 -0.4 -0.1
C -1.498800 -4.888900 -0.565200 0.3 1.0 0.1
C -2.481200 -5.839100 -0.857300 -0.8 -0.4 -0.2
C -3.818800 -5.519600 -0.987400 0.4 -0.6 -0.1
C -4.247900 -4.182700 -0.845700 0.8 0.8 0.3
C -5.560200 -3.678500 -0.991500 -0.5 0.5 0.0
C -5.790400 -2.320800 -0.862600 -0.6 -0.9 -0.2
C -4.785900 -1.394100 -0.581400 1.2 0.3 0.1
C -3.482100 -1.851300 -0.404100 -0.7 0.0 -0.2
C -3.254500 -3.247900 -0.548500 -0.9 -0.8 -0.2
H -0.506100 1.231100 -3.343300 0.0 0.1 -0.1
H -1.316400 -0.014100 -2.397500 0.1 -0.2 0.1
H -0.253600 1.140900 -1.591700 0.0 -0.1 -0.2
H -1.856800 2.972900 -2.451800 -0.1 -0.1 0.0
H -3.691000 0.596500 -2.972500 -0.1 -0.2 0.0
H -2.788000 1.432800 -4.242100 0.0 0.0 -0.1
H -4.036400 2.288600 -3.334600 -0.1 0.0 0.0
H -3.790500 3.835400 -1.450100 0.0 0.0 -0.1
H -5.100600 4.107700 0.603100 0.0 0.1 0.0
H -4.910700 2.442100 2.398500 -0.1 0.0 0.2
H -2.595100 -0.474200 2.296000 -0.2 0.1 0.0
H -5.537900 0.146300 2.865700 -0.1 0.1 0.1
H -4.629400 -1.198400 3.564600 0.0 -0.1 0.1
H -4.930700 -1.142900 1.825000 0.0 0.0 0.1
H -3.866300 1.552900 4.193800 -0.1 0.1 0.0
H -2.168400 1.584500 3.692800 0.1 0.1 0.1
H -2.789800 0.214300 4.585700 0.0 -0.1 0.1
H 3.450800 -4.433600 -1.798600 0.0 0.0 -0.1
H 3.693800 -5.855900 0.178100 0.1 0.0 0.1
H 2.302500 -5.447600 2.167300 0.0 -0.1 0.1
H -0.326900 -2.762100 2.299700 0.2 -0.2 0.0
H 1.856000 -4.043400 4.012000 0.1 -0.1 0.0
H 0.531800 -3.004200 4.561400 0.0 0.0 0.2
H 1.770400 -2.349200 3.498000 0.1 0.0 0.1
H 0.071400 -5.718400 2.978600 0.1 -0.1 0.1
H -1.183400 -5.045900 1.934800 0.0 -0.1 0.0
H -1.166400 -4.652900 3.652900 -0.1 0.0 0.1
H 2.521900 -2.825400 -2.953100 0.0 0.0 0.1
H -0.389000 -2.169700 -2.347800 -0.1 0.0 0.0
H 0.178300 -3.676400 -3.062700 -0.1 -0.1 0.0
H 0.403100 -2.144100 -3.922900 0.0 0.0 -0.1
H 1.440800 -0.568700 -1.210400 0.2 -0.1 -0.5
H 1.859200 -0.379700 -2.927900 0.0 0.1 -0.1
H 3.109300 -0.812700 -1.742900 0.0 0.0 0.0
H -0.463300 -5.188000 -0.489700 0.1 0.0 0.0
H -2.172200 -6.869000 -0.986400 0.0 -0.1 0.0
H -4.535700 -6.295500 -1.220400 -0.1 -0.1 0.0
H -6.377900 -4.349200 -1.222000 -0.1 0.0 0.0
H -6.801500 -1.953600 -0.989100 -0.1 0.0 0.0
H -5.028400 -0.343000 -0.505200 0.0 0.1 0.0
B 0.288700 0.455600 5.423300 0.1 0.1 0.4
C 0.245000 0.131000 3.912400 -0.1 -0.2 -1.2
N 0.205500 -0.081700 2.768500 0.1 0.4 2.3
H -0.015800 1.621300 5.534900 0.0 0.1 0.0
H -0.502000 -0.257000 5.983600 -0.1 -0.1 0.1
H 1.413900 0.261500 5.810900 0.2 0.0 0.0
```
Positions in Å, forces in eV/Å.

multiplicity: 6
Kohn-Sham gap (spin up / spin down): 0.1556 / 0.1609 Eh
E: -95541.259 eV
net charge: -1
⟨S²⟩: 9.009
highest occupied orbital energy (spin up / spin down): -2.26 / -2.41 eV

These are the Löwdin partial charges, in e, on atoms 1 to 8: atom 1 (Mn): 0.730, atom 2 (C): 0.002, atom 3 (C): -0.342, atom 4 (N): 0.105, atom 5 (N): 0.023, atom 6 (C): -0.768, atom 7 (S): 0.691, atom 8 (N): -0.083

Question: multiplicity of number 2 (C40H49BMnN7S)?
Answer: 6

Question: Among the records above, which one has the lowest multiplicity?
Answer: C34H42CuN4O3P2S

Question: Look up the multiplicity of the second one.
Answer: 6